Formula: C30H39BrN6O4Tc
Source: the Open Molecules 2025 dataset
Level of theory: ωB97M-V/def2-TZVPD

Results
**Spin multiplicity**: 4
**Relative energy (zero: lowest compared OMol25 entry of this formula, charge and spin)**: 25.4 kcal per mole
**E_HOMO (alpha / beta)**: -18.24 / -18.22 eV
**Maximum force**: 1.002 eV/A
**Charge**: +4
**LUMO energy (alpha / beta)**: -10.69 / -12.82 eV
**Gap between HOMO and LUMO (alpha / beta)**: 7.6 / 5.4 eV

Last column: Löwdin spin population.
Atoms and positions in Å:
Tc 0.610 0.357 0.061  1.68
C 1.436 5.123 -0.543  0.00
C 0.879 3.777 -1.040  0.00
C 1.121 3.608 -2.536  0.00
C 1.500 2.686 -0.204  0.01
C 1.034 2.431 1.103  -0.02
C 1.584 1.429 1.919  0.01
C 2.804 0.807 1.548  0.02
C 3.517 -0.101 2.501  0.00
C 3.310 1.108 0.286  0.08
C 2.622 1.946 -0.607  -0.01
H 0.945 5.936 -1.076  0.00
H 2.508 5.194 -0.731  0.00
H 1.261 5.269 0.523  0.00
H -0.197 3.759 -0.839  0.00
H 2.156 3.824 -2.807  0.00
H 0.499 4.310 -3.088  0.00
H 0.878 2.603 -2.889  0.00
H 0.141 2.940 1.440  0.00
H 1.167 1.252 2.903  0.00
H 2.825 -0.703 3.089  0.00
H 4.087 0.508 3.208  0.00
H 4.230 -0.751 1.993  0.00
H 4.248 0.664 -0.033  0.00
H 3.014 2.092 -1.606  0.00
N -0.579 -1.119 1.068  0.00
C -2.048 -0.874 0.832  0.00
C -2.989 -1.326 1.962  0.00
C -3.779 -2.629 1.755  0.00
C -5.091 -2.564 2.548  0.00
N -5.937 -3.734 2.318  0.00
C -6.674 -4.394 3.226  0.00
N -6.562 -4.157 4.528  0.00
N -7.527 -5.323 2.810  0.00
C -2.214 0.613 0.547  0.01
O -3.246 1.194 0.572  0.02
O -1.049 1.250 0.218  0.11
H -0.344 -2.078 0.822  0.00
H -0.400 -1.038 2.067  0.00
H -2.291 -1.377 -0.108  0.00
H -3.699 -0.506 2.087  0.00
H -2.422 -1.370 2.897  0.00
H -3.208 -3.504 2.069  0.00
H -4.013 -2.763 0.695  0.00
H -5.645 -1.663 2.274  0.00
H -4.868 -2.481 3.610  0.00
H -6.188 -3.910 1.358  0.00
H -5.961 -3.445 4.898  0.00
H -7.141 -4.648 5.192  0.00
H -7.681 -5.504 1.832  0.00
H -8.089 -5.848 3.460  0.00
C -0.931 0.362 -2.705  0.00
O -0.027 -0.435 -1.854  0.01
C 0.647 -1.483 -2.473  0.00
C 0.197 -2.051 -3.653  0.02
C 0.973 -3.023 -4.272  0.00
Br 0.409 -3.771 -5.878  0.00
C 2.177 -3.415 -3.706  0.03
C 2.602 -2.889 -2.483  0.01
C 1.811 -1.914 -1.866  0.02
O 2.141 -1.251 -0.669  0.05
C 3.895 -3.384 -2.001  0.13
N 4.858 -3.727 -2.873  0.08
C 5.869 -4.180 -2.134  0.15
C 7.139 -4.672 -2.586  0.12
C 8.007 -5.114 -1.634  0.01
C 7.654 -5.076 -0.261  0.26
C 6.410 -4.576 0.217  0.08
C 5.553 -4.133 -0.739  0.07
N 4.264 -3.572 -0.709  0.02
H -0.438 0.539 -3.657  0.00
H -1.101 1.291 -2.173  0.00
H -1.863 -0.183 -2.832  0.00
H -0.727 -1.732 -4.112  0.00
H 2.801 -4.144 -4.204  0.00
H 3.101 -1.177 -0.570  0.00
H 7.370 -4.677 -3.643  0.00
H 8.977 -5.502 -1.911  0.00
H 8.364 -5.447 0.467  0.01
H 6.192 -4.581 1.276  0.00
H 3.635 -3.627 0.077  0.00

=====

Formula: C30H39CuN6O4P2S
Source: the Open Molecules 2025 dataset
Level of theory: ωB97M-V/def2-TZVPD

Results
**Relative energy (zero: lowest compared OMol25 entry of this formula, charge and spin)**: 0.0 kcal per mole
**E_HOMO**: -7.86 eV
**Maximum force**: 0.700 eV/A
**LUMO energy**: -0.25 eV
**Gap between HOMO and LUMO**: 7.6 eV

Last column: Mulliken charge in e.
Atoms and positions in Å:
Cu -0.361 1.180 0.158  -0.16
C -2.353 -1.632 -1.022  -1.77
P -0.710 -0.984 -0.544  1.34
C -0.472 -1.834 1.082  -0.17
N -0.826 -3.093 1.120  -0.15
C -0.796 -3.749 2.307  0.11
C -1.218 -5.093 2.380  -0.57
C -1.248 -5.727 3.591  -0.58
C -0.853 -5.052 4.765  -0.57
C -0.430 -3.753 4.717  -0.58
C -0.393 -3.076 3.480  0.10
N -0.028 -1.771 3.426  -0.14
C -0.059 -1.151 2.275  -0.18
P 0.255 0.673 2.314  1.24
C -0.728 1.125 3.791  -1.66
C 2.013 0.808 2.986  1.79
C 2.230 0.266 4.396  -1.71
C 2.346 2.304 2.936  -1.70
C 2.909 0.071 1.986  -1.43
C 0.401 -1.980 -1.702  2.02
C 0.230 -1.300 -3.062  -2.04
C 0.098 -3.470 -1.832  -1.76
C 1.837 -1.777 -1.209  -1.38
H -2.377 -2.707 -0.858  0.42
H -2.527 -1.398 -2.072  0.36
H -3.125 -1.163 -0.419  0.46
H -1.524 -5.582 1.464  0.46
H -1.580 -6.755 3.656  0.40
H -0.894 -5.573 5.712  0.40
H -0.131 -3.215 5.608  0.46
H -0.550 0.389 4.571  0.42
H -1.785 1.130 3.541  0.42
H -0.433 2.121 4.123  0.36
H 1.740 0.889 5.145  0.34
H 3.302 0.261 4.619  0.50
H 1.854 -0.749 4.491  0.25
H 1.723 2.883 3.620  0.33
H 2.194 2.690 1.924  0.21
H 3.391 2.467 3.214  0.51
H 2.731 -1.006 2.020  0.25
H 3.963 0.253 2.213  0.62
H 2.711 0.423 0.970  0.15
H -0.746 -1.512 -3.502  0.26
H 0.996 -1.643 -3.761  0.58
H 0.327 -0.220 -2.948  0.28
H -0.856 -3.640 -2.333  0.38
H 0.070 -3.958 -0.862  0.27
H 0.880 -3.939 -2.438  0.48
H 2.039 -0.716 -1.056  0.11
H 2.550 -2.155 -1.948  0.61
H 2.008 -2.299 -0.264  0.24
O -5.988 2.611 1.199  -0.59
C -5.383 3.549 0.511  0.42
O -5.937 4.557 0.133  -0.64
C -3.943 3.330 0.185  0.26
C -3.212 4.225 -0.557  -0.27
N -1.981 3.711 -0.697  -0.06
N -1.855 2.528 -0.091  -0.19
C -3.043 2.270 0.455  0.21
C -3.251 0.994 1.222  0.57
O -4.387 0.771 1.682  -0.93
O -2.244 0.254 1.328  -0.18
H -5.365 1.842 1.421  0.39
H -3.509 5.168 -0.984  0.54
H -1.206 4.069 -1.233  0.22
N 0.832 4.342 -1.941  -0.59
C 1.252 3.086 -2.347  -0.05
S 1.706 1.982 -1.193  -0.24
N 1.229 2.920 -3.684  -0.15
C 1.752 1.874 -4.486  0.39
C 1.103 1.602 -5.686  -0.42
C 1.598 0.634 -6.542  -0.60
C 2.751 -0.063 -6.215  -0.51
C 3.402 0.218 -5.023  -0.73
C 2.910 1.180 -4.156  -0.05
H 1.124 4.540 -0.994  0.25
H 0.991 5.111 -2.579  0.17
H 0.714 3.611 -4.210  0.29
H 0.199 2.145 -5.942  0.35
H 1.076 0.420 -7.466  0.38
H 3.140 -0.817 -6.886  0.40
H 4.306 -0.317 -4.764  0.39
H 3.423 1.391 -3.231  0.42